Entry a
Computed, not measured: an isolated ion of composition C6H13N2S and charge +1, with ωB97M-V with the def2-TZVPD basis set.

```
22
Properties=species:S:1:pos:R:3
C 1.661 0.948 -0.544
C 2.315 1.222 0.735
C 0.109 -0.968 -0.199
C 0.764 -2.060 0.259
C -1.656 0.416 0.553
C -1.951 -0.948 -1.333
N 0.715 0.128 -0.775
N -1.293 -0.845 -0.080
S 1.229 2.552 1.529
H 1.857 1.695 -1.293
H 2.315 0.346 1.302
H 3.388 1.665 0.873
H 1.897 -2.343 0.021
H 0.207 -2.916 0.437
H 1.534 3.511 0.639
H -2.791 0.590 0.736
H -1.259 0.454 1.503
H -1.262 1.229 -0.078
H -2.921 -1.370 -1.138
H -2.136 -0.048 -1.946
H -1.177 -1.666 -1.810
H -1.544 -1.593 0.609
```

Its SMILES is C=C(/N=C\CS)[NH+](C)C. The calculation puts the HOMO energy at -12.845 eV. The net charge is +1.

=====

Entry b
Computed, not measured: C6H13N2S as an isolated structure, with ωB97M-V with the def2-TZVPD basis set.

```
22
Properties=species:S:1:pos:R:3
C 2.008 -0.004 -0.036
C 0.781 -1.483 0.279
C 3.167 0.946 -0.097
C -2.195 -0.090 0.974
C -2.103 -0.010 -1.560
C -1.523 0.444 -0.258
N 1.463 -0.582 1.090
N 1.473 -1.035 -0.810
S -0.138 1.417 -0.388
H 0.414 -2.536 0.579
H 4.088 0.445 -0.294
H 2.926 1.303 0.932
H 2.948 1.696 -0.930
H -1.543 -0.015 1.855
H -2.586 -1.072 0.716
H -3.011 0.717 1.123
H -2.028 -1.053 -1.717
H -3.181 0.282 -1.454
H -1.810 0.586 -2.479
H 1.914 -0.716 1.925
H 1.274 -1.080 -1.804
H -0.268 2.122 0.809
```

The calculation puts the HOMO energy (spin up / spin down) at -11.193 / -11.125 eV. The net charge is +1.

=====

Of them, entry b has the lowest stability.

=====

Entry a
Computed, not measured: a 2-piece molecular cluster, C4H12NO3 overall, with ωB97M-V with the def2-TZVPD basis set.

```
20
Properties=species:S:1:pos:R:3
C 1.327 -0.395 0.729
O 1.529 -1.693 0.375
C -0.009 0.294 0.019
C -1.113 0.472 1.070
C -2.357 1.244 0.521
O -1.905 2.618 0.654
N -0.495 -0.622 -1.006
H 1.198 -0.487 1.820
H 2.156 0.251 0.402
H 0.249 1.283 -0.350
H -1.287 -0.452 1.634
H -0.626 0.934 1.933
H -2.653 0.953 -0.472
H -3.250 1.129 1.134
H -1.609 2.892 -0.227
H -1.016 -1.376 -0.599
H 0.240 -0.998 -1.566
H 2.028 -1.709 -1.014
H 3.478 -1.438 -1.841
O 2.562 -1.736 -1.939
```

The calculation puts the HOMO energy at -3.341 eV. The net charge is -1.

=====

Entry b
Computed, not measured: a 2-piece molecular cluster, C4H12NO3 overall, with ωB97M-V with the def2-TZVPD basis set.

```
20
Properties=species:S:1:pos:R:3
C -1.542 -0.185 -0.024
C -0.648 -1.485 -0.066
C -1.326 -2.870 0.138
O 0.519 -1.372 0.589
N -1.099 0.764 -1.128
C 0.386 1.016 -1.073
O 0.542 1.216 0.238
H -1.557 0.436 0.917
H -2.566 -0.312 -0.170
H -0.375 -1.555 -1.191
H -2.135 -3.077 -0.430
H -0.644 -3.636 0.332
H -1.779 -2.982 1.135
H 0.603 -0.432 0.763
H -1.594 1.590 -0.902
H 0.646 1.904 -1.551
H 0.930 0.067 -1.381
H 3.054 2.169 1.702
H 1.714 2.175 0.787
O 2.710 2.586 0.928
```

The calculation puts the HOMO energy at -3.411 eV. The net charge is -1.

=====

Entry c
Computed, not measured: a 3-piece molecular cluster, C4H12NO3 overall, with ωB97M-V with the def2-TZVPD basis set.

```
20
Properties=species:S:1:pos:R:3
C 0.907 0.915 0.901
O 0.106 0.277 1.971
C 0.608 0.276 -0.430
C -0.800 0.102 -1.083
C -1.769 -0.891 -0.384
O -2.632 -1.414 -1.321
N 1.505 2.475 -1.536
H 1.979 0.827 1.043
H 0.431 1.850 0.801
H 1.338 -0.537 -0.451
H -0.871 -0.251 -2.115
H -1.273 1.079 -1.032
H -2.248 -0.492 0.469
H -1.203 -1.680 0.152
H 2.451 2.395 -1.216
H 1.050 1.117 -1.081
H 1.212 3.373 -1.854
H 0.468 -0.688 1.947
H 1.702 -2.606 2.123
O 1.370 -1.877 1.593
```

The calculation puts the HOMO energy at -4.353 eV. The net charge is -1.

=====

Of them, entry c has the lowest stability.

=====

Entry a
Computed, not measured: a 4-piece molecular cluster, C7H18O4 overall, with ωB97M-V with the def2-TZVPD basis set.

```
29
Properties=species:S:1:pos:R:3
C -2.412 -0.573 -1.359
O -1.560 -1.435 -0.586
C -1.641 0.733 -1.404
C -0.355 0.705 -2.211
C 0.778 0.054 -1.371
C 1.854 0.877 -0.930
C 2.906 0.003 -0.380
C 2.815 -1.215 0.221
H -3.407 -0.530 -0.909
H -2.594 -1.003 -2.328
H -2.135 -2.134 -0.286
H -1.396 1.019 -0.364
H -2.285 1.549 -1.781
H 0.084 1.579 -2.631
H -0.482 0.286 -3.281
H 0.688 -1.017 -1.432
H 2.247 1.949 -1.217
H 3.942 0.278 -0.713
H 1.871 -1.747 0.418
H 3.726 -1.837 0.540
H 0.708 -1.182 2.371
H -0.389 -1.108 1.347
O -0.274 -1.313 2.204
H 0.115 1.331 1.383
H 1.109 2.450 1.880
O 1.086 1.624 1.492
H -2.497 0.302 2.111
H -1.563 -0.084 3.230
O -1.928 0.673 2.672
```

Its SMILES is C=C/C=C/CCCO.O.O.O. The calculation puts the HOMO energy at -8.092 eV. The net charge is 0.

=====

Entry b
Computed, not measured: a 5-piece molecular cluster, C7H18O4 overall, with ωB97M-V with the def2-TZVPD basis set.

```
29
Properties=species:S:1:pos:R:3
C 1.332 -1.216 1.889
C 1.282 -0.475 0.623
C 2.415 -0.227 -0.051
C -0.257 1.350 -0.209
C 0.008 0.069 0.215
C -0.964 -1.067 -0.001
C -1.597 -1.602 1.022
H 0.634 -2.011 2.045
H 1.268 -0.536 2.800
H 2.391 -1.684 2.236
H 2.360 0.587 -0.830
H 3.428 -0.558 0.184
H -1.174 1.406 -0.749
H 0.445 2.230 -0.374
H -1.300 -1.214 -1.166
H -2.299 -2.362 1.263
H -1.535 -1.096 1.966
H 2.291 1.212 1.927
H 1.241 2.307 1.711
O 1.547 1.714 2.304
H 0.972 -1.218 -1.948
H 0.709 -1.664 -3.276
O 0.877 -0.905 -2.838
H -2.899 0.543 0.419
H -2.477 1.729 1.319
O -3.222 1.320 0.828
H -1.444 0.054 -3.798
H -0.298 0.757 -3.356
O -1.155 0.438 -2.957
```

Its SMILES is C=CC(=C)C(=C)C.O.O.O.O. The calculation puts the HOMO energy at -9.241 eV. The net charge is 0.

=====

Of them, entry b has the lowest stability.